The following is a quantum chemistry calculation of a structure of composition C51H41BrIN2O5S7V, from the Open Molecules 2025 dataset.

As for the net charge: -1. For the energy relative to the best compared isomer or geometry (same formula, charge and spin), the calculation gives 71.29 kJ/mol. As for the expectation value of S²: 3.764. The calculation puts the HOMO-LUMO gap (spin up / spin down) at 5.69 / 5.85 eV. The max |F| comes out at 0.013 Eh/bohr. As for the multiplicity: 4.

CARTESIAN COORDINATES (ANGSTROEM)
1 V 0.116 0.100 -0.111
2 C -7.109 5.008 0.422
3 C -6.057 3.944 0.259
4 C -6.400 2.648 -0.121
5 C -5.432 1.667 -0.261
6 C -4.104 1.990 -0.028
7 C -3.736 3.265 0.365
8 C -4.718 4.236 0.501
9 S -2.900 0.663 -0.183
10 O -3.601 -0.557 0.287
11 C -2.824 0.631 -1.990
12 C -2.479 1.843 -2.639
13 C -2.225 1.855 -3.973
14 C -2.250 0.655 -4.724
15 C -1.875 0.635 -6.087
16 C -1.858 -0.538 -6.786
17 C -2.226 -1.741 -6.151
18 C -2.603 -1.749 -4.838
19 C -2.619 -0.550 -4.084
20 C -2.945 -0.541 -2.687
21 C -3.513 -1.805 -2.125
22 C -4.886 -2.078 -2.414
23 C -5.719 -1.136 -3.072
24 C -7.035 -1.412 -3.311
25 C -7.591 -2.646 -2.913
26 C -6.813 -3.572 -2.281
27 C -5.447 -3.313 -2.013
28 C -4.628 -4.260 -1.355
29 C -3.328 -3.976 -1.069
30 C -2.777 -2.730 -1.438
31 S -1.065 -2.318 -1.050
32 O -0.270 -2.773 -2.226
33 C -0.806 -3.441 0.303
34 C 0.185 -4.394 0.191
35 C 0.470 -5.191 1.291
36 C -0.218 -5.030 2.489
37 C 0.135 -5.848 3.701
38 C -1.229 -4.071 2.560
39 C -1.529 -3.267 1.476
40 H -8.093 4.635 0.142
41 H -6.886 5.878 -0.197
42 H -7.160 5.349 1.458
43 H -7.439 2.404 -0.305
44 H -5.696 0.652 -0.533
45 H -2.693 3.491 0.543
46 H -4.437 5.237 0.809
47 H -2.405 2.751 -2.060
48 H -1.957 2.780 -4.470
49 H -1.576 1.565 -6.556
50 H -1.547 -0.548 -7.823
51 H -2.194 -2.671 -6.705
52 H -2.855 -2.682 -4.354
53 H -5.303 -0.186 -3.380
54 H -7.656 -0.679 -3.811
55 H -8.635 -2.855 -3.109
56 H -7.230 -4.522 -1.969
57 H -5.054 -5.215 -1.069
58 H -2.713 -4.697 -0.551
59 H 0.747 -4.468 -0.731
60 H 1.271 -5.918 1.232
61 H 1.077 -6.376 3.559
62 H -0.644 -6.583 3.917
63 H 0.248 -5.207 4.577
64 H -1.757 -3.922 3.495
65 H -2.286 -2.495 1.546
66 S 2.999 -3.794 5.347
67 C 2.346 -2.905 4.105
68 S 0.988 -1.867 4.281
69 C 0.859 -1.315 2.626
70 C 1.791 -1.804 1.780
71 S 1.938 -1.496 0.069
72 S 2.964 -2.882 2.506
73 S -0.466 -0.242 2.242
74 C 4.075 3.894 -0.419
75 C 4.063 3.847 1.106
76 C 2.676 3.532 1.691
77 C 2.750 3.462 3.228
78 C 1.411 3.129 3.879
79 C 1.741 4.661 1.323
80 O 1.942 5.821 1.622
81 N 0.615 4.301 0.632
82 C 0.312 3.019 0.175
83 O -0.746 2.883 -0.459
84 N 1.133 1.995 0.393
85 C 2.257 2.142 1.179
86 O 2.950 1.202 1.490
87 H 5.073 4.123 -0.792
88 H 3.397 4.664 -0.799
89 H 3.773 2.934 -0.843
90 H 4.391 4.803 1.520
91 H 4.739 3.068 1.461
92 H 3.126 4.422 3.587
93 H 3.483 2.691 3.470
94 H 0.665 3.901 3.674
95 H 1.520 3.058 4.962
96 H 1.020 2.173 3.523
97 H -0.039 5.029 0.389
98 Br 1.985 0.232 -6.346
99 C 1.689 1.764 -5.273
100 C 1.893 3.007 -5.860
101 C 1.698 4.161 -5.122
102 C 1.295 4.073 -3.797
103 C 1.087 2.833 -3.217
104 C 1.287 1.666 -3.947
105 I 0.924 -0.174 -3.028
106 H 2.207 3.057 -6.894
107 H 1.863 5.126 -5.584
108 H 1.139 4.968 -3.208
109 H 0.740 2.760 -2.197

Cartesian forces (eV/Å) of the 3 atoms listed first:
V 0.4 0.5 0.3
C 0.0 0.0 0.0
C 0.0 0.0 0.0